# 1
Computed, not measured: C32H30BHfIN6O3S as an isolated structure in a non-equilibrium geometry, with ωB97M-V/def2-TZVPD.

- E_HOMO (eV) = -13.699
- charge = +2
- LUMO energy (eV) = -5.82
- orbital gap (eV) = 7.87
- E (hartree) = -2560.121545
- energy relative to the best compared isomer or geometry (same formula, charge and spin) (eV) = 0.0000

Structure (XYZ):
```
75
C32H30BHfIN6O3S (ωB97M-V/def2-TZVPD)
C 4.55306 -1.89466 0.96303
H -1.11623 -4.76564 -6.02607
N 1.73007 1.38932 0.19614
C -2.79962 -1.22766 4.88397
C -0.95419 -1.34720 3.38568
N -1.34865 1.75555 0.09566
H -1.66378 4.60449 1.55233
H -3.35589 -2.10915 -3.52759
H -4.23761 0.13990 1.15823
H -3.23721 -4.15324 -4.92818
H 1.34960 0.72784 -2.95737
H 0.23753 2.94684 2.91849
O -0.44715 -0.51973 -1.66812
O -1.45813 -1.15415 1.07165
C -1.44532 1.88094 -4.52909
B 0.19190 2.32305 1.90948
C 0.73801 1.33710 -3.61070
H -0.02584 1.11508 2.19203
N -0.98844 2.69936 1.00333
C 2.89810 1.66833 -0.40058
H 0.10505 -0.66986 6.02454
H -1.15251 -1.59860 6.81322
C -2.40317 2.24308 -0.57249
C 0.46921 -1.47105 3.13653
C 2.52206 -1.22611 2.09140
C -0.87236 2.90350 -5.27020
C -1.79187 3.75706 0.89911
C 5.28587 -1.53402 2.08472
C -2.36093 -3.53343 -4.80073
S -1.43685 -0.19032 -2.83731
C 4.64613 -1.00404 3.19467
C 3.26842 -0.84445 3.19985
C -1.29564 -1.60539 -3.87705
H 0.88552 -3.35055 -5.76842
C -1.43715 -1.38958 4.71101
C 0.49123 3.14473 -5.17742
H 5.22090 -0.70914 4.06163
H 6.35951 -1.66073 2.08424
C 2.53567 3.22445 1.10702
C -4.24890 -0.88519 1.53823
C -1.16837 -3.87407 -5.41569
C -1.88102 -1.18948 2.35181
H 2.35267 2.57389 -4.27794
H 2.55217 4.06680 1.77914
C -0.62558 1.10548 -3.71877
N 1.52708 2.35499 1.13522
I 2.03328 -2.18773 -0.70033
H -5.24164 -1.09334 1.92754
H 3.28411 1.01575 -1.16792
H 5.05407 -2.30252 0.09563
H 2.77557 -0.41192 4.06110
C -0.09166 -1.93137 -4.50134
H 4.37131 3.29911 -0.12588
Hf -0.00149 -0.04674 0.32035
N 1.09467 -1.08694 2.06899
H -0.13128 -3.46107 6.09287
C -2.43193 -2.38808 -4.01874
N -3.67100 -1.06552 3.88874
H 0.77195 -1.28566 -4.40252
O 0.33396 -2.66418 5.81417
H 1.04313 -1.91090 3.94954
H -3.21913 -1.23855 5.88400
H 0.93301 3.94708 -5.75256
H -2.89605 1.65627 -1.32998
H -3.51682 4.15223 -0.42934
C -0.53817 -1.54591 5.91307
C 1.29257 2.37088 -4.34677
C -0.03324 -3.07731 -5.26818
H -2.51121 1.69433 -4.58560
H -1.49232 3.51466 -5.91098
H -4.03522 -1.55198 0.70269
C -3.24814 -1.05529 2.63553
C 3.44462 2.82169 0.13734
C -2.71897 3.50887 -0.10453
C 3.17863 -1.73017 0.97448
```



# 2
Computed, not measured: C32H30BrN5O4SV as an isolated structure, with ωB97M-V/def2-TZVPD.

- 2S+1 = 2
- expectation value of S² = 0.931
- E_HOMO (alpha / beta) (eV) = -4.966 / -5.841
- charge = 0
- LUMO energy (alpha / beta) (eV) = 0.46 / 0.56
- orbital gap (alpha / beta) (eV) = 5.42 / 6.40
- E (hartree) = -5728.290495

Structure (XYZ):
```
74
C32H30BrN5O4SV (ωB97M-V/def2-TZVPD)
C -4.36421 -5.72392 -1.27952
C -0.72922 2.73475 -4.54584
C -1.17925 -4.82622 0.20888
N -1.65574 -3.89060 1.14554
H -2.35924 -6.88805 -2.22363
C -0.01105 1.82168 -3.83012
C -4.73976 -1.61102 -0.46672
C -0.90174 -2.93962 -3.39416
H 4.75856 1.40524 -0.42883
N 1.98279 -0.45012 0.02655
N -0.86880 -2.18731 2.47254
H -1.03643 -2.86988 3.19569
H 0.66591 2.14930 2.10299
O -0.72047 -1.92180 5.05593
C -2.26964 -2.87947 -3.60272
C -1.24368 -2.32355 -1.08946
N -0.41437 1.43902 -2.59765
H -0.38611 3.02460 -5.52694
C -2.09922 -5.48643 -0.61999
C 0.61483 -5.99820 -0.87842
C 0.45311 1.42598 4.08352
H 1.93707 -2.50917 0.37696
C 2.81453 0.62722 -0.17862
C 4.79774 -0.73471 -0.10305
H -5.14794 -1.28436 0.48585
C 2.59192 -1.66885 0.19488
H 0.87534 -4.60301 0.73656
N -0.68712 -1.95058 0.17251
H 1.67400 -6.19373 -0.97570
C -0.04508 0.11645 2.06852
C -1.57122 -1.67254 6.16834
H 0.14879 0.44367 5.98343
C 4.17607 0.51013 -0.25495
C 0.37873 1.29474 2.71069
C -1.05302 -2.62596 1.22523
H 0.04969 -7.33505 -2.45351
H 0.66776 -2.67271 -1.93868
H 5.86760 -0.86101 -0.15332
C -0.29203 -6.63623 -1.70215
S -1.91636 1.36837 -0.41597
H -4.83411 -0.80383 -1.19773
H 0.80136 2.34949 4.52854
O -3.37810 -1.90687 -0.23009
C -0.36024 -0.80353 4.32274
H -2.65855 -3.87260 1.26655
H -1.85673 -2.64262 6.56782
H -4.35617 -6.81404 -1.20912
C -0.39782 -2.65252 -2.13306
O 0.34412 0.54047 -1.98162
H -0.22728 -3.20293 -4.19700
H -5.33221 -5.34897 -0.95799
Br 4.66651 -3.55270 0.36869
C 3.94826 -1.81683 0.13306
C 0.08356 0.36433 4.90742
V 0.03620 -0.06566 0.00219
C -3.13185 -2.53181 -2.56651
H 0.89684 1.34002 -4.15760
C -1.65753 -6.38817 -1.57220
C -2.62229 -2.25421 -1.30392
O -3.40693 -5.14698 -0.41216
H 2.32952 1.58864 -0.29641
H -2.48657 3.98858 -4.51090
H -5.28400 -2.49353 -0.81482
H -1.05395 -1.10981 6.94609
C -1.52606 1.91813 -1.99157
C -1.89392 3.26336 -3.97013
H -4.17409 -5.42159 -2.31325
H -3.16848 3.25410 -2.25179
H -2.67911 -3.09683 -4.58071
C -2.27858 2.86108 -2.72090
H -2.46071 -1.12300 5.85216
H -4.19518 -2.47490 -2.75352
C -0.41720 -0.91440 2.92778
C 0.16734 -5.10262 0.08589
```



# 3
Computed, not measured: C32H30Cl5CuN4O6PS4Te as an isolated structure in a non-equilibrium geometry, with ωB97M-V/def2-TZVPD.

- 2S+1 = 2
- expectation value of S² = 0.753
- E_HOMO (alpha / beta) (eV) = -2.607 / -2.605
- charge = -2
- LUMO energy (alpha / beta) (eV) = 3.43 / 3.43
- orbital gap (alpha / beta) (eV) = 6.04 / 6.03
- E (hartree) = -8051.656060
- energy relative to the best compared isomer or geometry (same formula, charge and spin) (eV) = 0.4908

Structure (XYZ):
```
84
C32H30Cl5CuN4O6PS4Te (ωB97M-V/def2-TZVPD)
H 5.05395 -0.38884 4.28431
H -3.07747 4.59518 -1.01496
H 1.88860 5.28702 0.99400
C 2.75501 4.83005 0.50925
C -4.28977 3.38964 0.28458
Te 5.64182 1.56527 -2.47201
H 3.16361 1.96639 4.30012
C 2.54044 2.25584 -4.08558
H -7.16300 -6.41735 1.13147
C -4.62093 -4.68959 -0.27383
H 3.55459 5.56915 0.44291
C 2.58491 -3.29891 0.70355
N -3.20124 -4.61128 -0.34846
C -6.75583 -3.79651 -0.95369
Cl 1.80414 -2.71214 2.14431
H -5.77487 4.65266 3.04003
C -2.44041 1.45305 -0.20483
H 3.29137 -0.47424 4.55343
S -0.43701 -2.17138 -1.60250
C -6.67064 -5.66730 0.52358
Cl 3.53151 -6.86638 -0.83742
C -2.11251 1.12984 1.10429
C -3.68768 4.57208 -0.12172
C 3.88954 0.61467 2.78973
Cl 4.25207 -4.88678 -3.14711
C 3.28704 -5.16608 -0.63230
H 3.09816 1.48685 -4.62159
H 1.55177 3.61543 -0.80121
O 2.61707 0.36721 2.16941
C -5.18309 4.61262 2.13185
C -7.42152 -4.75859 -0.20337
O 6.13737 0.98337 2.11428
H -3.40594 6.64641 0.34502
H 3.13365 3.17169 -4.11378
C 3.44094 -2.91654 -1.45501
C 5.06584 0.49094 1.78131
H 0.58418 1.53727 -4.62087
C -1.44044 -3.40449 -1.01096
C -5.37242 -3.75292 -0.99004
C 3.87187 1.97137 3.46812
H -5.54523 2.51689 1.79147
H 3.10872 4.00563 1.12579
H -2.86053 1.12770 1.88651
C -2.28889 -5.56700 -0.05637
H 2.31001 1.16835 1.71834
H -4.85244 -3.00034 -1.56164
C -0.79913 0.79118 1.38032
H 0.62278 3.23699 -4.13007
N -4.60931 5.75253 1.75366
O 2.36737 1.82929 -2.73149
H 0.61234 0.95961 -1.53707
H -8.50372 -4.79578 -0.18603
H -4.71358 -6.34754 1.07920
O 3.53108 3.69186 -1.46689
H 4.87056 2.21295 3.82574
S -0.74763 -4.92022 -0.45550
C 1.16359 2.46047 -4.67502
C 2.38642 4.31646 -0.86392
C -0.17440 1.02214 -0.79782
Cu 3.03803 -0.45607 0.04557
O 4.86669 -0.19428 0.71450
S -2.45280 -7.13327 0.54200
S -4.10713 1.89325 -0.66439
H 4.04870 -1.47473 3.30403
H -0.50431 0.52201 2.38916
C -5.05561 3.41531 1.43983
H -1.68374 1.61514 -2.20982
P 3.52751 2.08348 -1.62837
C -5.28181 -5.63910 0.50028
H 3.57285 2.74838 2.76116
C 2.75198 -4.67383 0.55478
C -1.45839 1.39599 -1.17498
C 3.61880 -4.28182 -1.65367
Cl 2.30206 -5.77124 1.81340
C 2.95250 -2.38524 -0.27628
H 1.24261 2.75898 -5.72263
O 2.84545 1.51714 -0.36933
N -2.74129 -3.40388 -0.88695
Cl 3.80726 -1.80539 -2.73959
C 4.08367 -0.50567 3.80139
N 0.16058 0.74260 0.45785
H 2.09277 5.13447 -1.52514
H -7.31662 -3.06194 -1.51910
C -3.87249 5.71382 0.64274
```



Q: charge of number 2 (C32H30BrN5O4SV)?
A: 0



Q: Which formula does entry 3 have?
A: C32H30Cl5CuN4O6PS4Te